{"formula": "C7H10O", "method": "ωB97M-V/def2-TZVPD", "charge": 0, "smiles": "O=CC[C@H]1C[C@H]2C[C@@H]12", "homo_energy_ev": -9.5541, "orbital_gap_ev": 9.91, "species": ["O", "C", "C", "C", "C", "C", "C", "C", "H", "H", "H", "H", "H", "H", "H", "H", "H", "H"], "coordinates": [[-1.171, 2.496, 0.883], [-1.848, 1.414, 0.624], [-1.450, 0.835, -0.808], [-0.115, 0.000, -0.922], [1.391, 0.466, -0.541], [1.560, -0.753, 0.330], [0.497, -1.190, 1.546], [0.371, -1.342, 0.012], [-2.372, 0.746, 1.111], [-2.078, 0.071, -1.239], [-1.204, 1.607, -1.371], [-0.069, -0.421, -1.905], [1.321, 1.418, -0.104], [1.921, 0.499, -1.429], [2.615, -1.121, 0.323], [0.501, -2.079, 2.127], [-0.278, -0.381, 2.044], [0.407, -2.264, -0.682]]}

---

{"formula": "C7H10O", "method": "ωB97M-V/def2-TZVPD", "charge": 0, "smiles": "C[C@@]12CCC=C[C@H]1O2", "homo_energy_ev": -8.6760, "orbital_gap_ev": 9.67, "species": ["C", "C", "C", "C", "C", "C", "C", "O", "H", "H", "H", "H", "H", "H", "H", "H", "H", "H"], "coordinates": [[-1.071, 0.386, 1.428], [-0.847, 0.346, -0.032], [0.018, 1.455, -0.588], [1.498, 0.861, -0.184], [1.553, -0.502, 0.449], [0.664, -1.486, 0.210], [-0.267, -0.914, -0.774], [-1.651, -0.523, -0.712], [-2.047, 0.874, 1.738], [-0.256, 0.996, 1.898], [-1.029, -0.642, 1.853], [-0.255, 1.452, -1.700], [-0.134, 2.418, 0.013], [2.116, 1.647, 0.353], [2.059, 0.682, -1.239], [2.462, -0.816, 0.924], [0.830, -2.503, 0.512], [0.176, -0.801, -1.714]]}

---

{"formula": "C7H10O2", "method": "ωB97M-V/def2-TZVPD", "charge": 0, "homo_energy_ev": -9.2336, "orbital_gap_ev": 10.00, "species": ["C", "C", "C", "C", "C", "C", "C", "H", "H", "H", "H", "H", "H", "H", "H", "H", "H", "O", "O"], "coordinates": [[2.438, -0.912, 0.218], [0.247, 0.325, -0.341], [0.475, 1.936, -0.144], [-0.642, 1.141, 0.612], [-1.416, -0.742, 0.782], [-2.005, -0.430, -0.553], [-0.663, -0.890, -0.544], [3.013, -0.872, 1.436], [2.986, -0.003, -0.405], [2.630, -2.076, -0.283], [0.171, 2.810, -0.984], [1.670, 2.302, -0.160], [-1.570, 1.337, 0.136], [-2.126, -1.526, 1.291], [-1.902, 0.595, -1.518], [-2.957, -1.209, -0.569], [-0.473, -1.845, -1.286], [1.162, -0.213, 0.641], [-1.037, 0.271, 1.673]]}

---

{"formula": "C7H10O2", "method": "ωB97M-V/def2-TZVPD", "charge": 0, "smiles": "C=C1OC[C@@H]2CC[C@@H]1O2", "homo_energy_ev": -8.7402, "orbital_gap_ev": 9.70, "species": ["C", "C", "O", "C", "C", "C", "C", "C", "O", "H", "H", "H", "H", "H", "H", "H", "H", "H", "H"], "coordinates": [[-1.125, 2.271, 0.764], [-0.848, 1.081, 0.230], [-1.392, 0.799, -1.038], [-0.794, -0.276, -1.910], [0.236, -0.795, -0.891], [1.483, -1.433, -0.235], [1.191, -0.549, 1.135], [-0.334, -0.218, 1.029], [-0.685, -1.223, 0.120], [-0.909, 2.528, 1.823], [-1.554, 2.998, 0.132], [-0.388, 0.262, -2.798], [-1.602, -0.967, -2.123], [0.556, 0.240, -0.687], [1.352, -2.489, -0.087], [2.479, -1.184, -0.589], [1.823, 0.336, 1.145], [1.406, -1.164, 1.982], [-0.895, -0.215, 1.997]]}

---

{"formula": "C7H10O3", "method": "ωB97M-V/def2-TZVPD", "charge": 0, "smiles": "O=C1CC[C@@H](C[C@H]2CO2)O1", "homo_energy_ev": -10.0387, "orbital_gap_ev": 10.76, "species": ["O", "C", "C", "C", "C", "C", "C", "C", "O", "O", "H", "H", "H", "H", "H", "H", "H", "H", "H", "H"], "coordinates": [[3.153, -1.898, 1.348], [2.201, -1.065, 0.921], [2.033, -0.371, -0.564], [1.263, 1.059, -0.205], [0.404, 0.567, 1.100], [-1.233, 0.533, 1.056], [-1.724, -0.724, -0.110], [-2.757, -0.142, -1.379], [-1.174, -0.548, -1.563], [1.018, -0.622, 1.712], [3.062, -0.287, -1.129], [1.447, -1.195, -1.152], [0.548, 1.402, -1.094], [1.970, 2.010, -0.105], [0.648, 1.430, 1.882], [-1.654, 0.098, 2.063], [-1.746, 1.522, 0.698], [-1.945, -1.875, 0.337], [-3.006, -0.885, -2.252], [-2.508, 0.991, -1.563]]}

---

{"formula": "C7H10O4", "method": "ωB97M-V/def2-TZVPD", "charge": 0, "homo_energy_ev": -8.1603, "orbital_gap_ev": 8.73, "species": ["C", "C", "C", "C", "C", "C", "C", "O", "O", "O", "O", "H", "H", "H", "H", "H", "H", "H", "H", "H", "H"], "coordinates": [[-1.339, 0.907, -0.714], [-2.327, -1.359, 0.608], [-0.613, -0.417, -0.902], [-2.124, -0.087, 1.381], [0.637, -0.338, -0.064], [1.532, 0.639, -0.104], [2.777, 0.605, 0.732], [-1.517, -1.518, -0.621], [-1.665, 0.967, 0.755], [0.775, -1.499, 0.685], [1.516, 1.635, -1.094], [-0.580, 1.796, -0.916], [-2.336, 0.891, -1.241], [-2.184, -2.235, 1.259], [-3.321, -1.367, 0.217], [-0.392, -0.607, -2.028], [2.493, -0.287, 1.422], [2.858, 1.567, 1.109], [3.667, 0.389, 0.068], [-0.127, -1.986, 0.473], [2.271, 2.302, -1.026]]}

---

{"formula": "C7H10O4", "method": "ωB97M-V/def2-TZVPD", "charge": 0, "homo_energy_ev": [-8.1988, -6.9656], "orbital_gap_ev": [8.60, 6.32], "species": ["C", "C", "C", "C", "C", "C", "C", "O", "O", "O", "O", "H", "H", "H", "H", "H", "H", "H", "H", "H", "H"], "coordinates": [[2.118, -0.178, -0.046], [0.476, -2.123, 0.121], [1.184, 0.827, 0.039], [-0.691, -1.304, 0.166], [-0.330, 0.329, -0.078], [-1.106, 1.197, 0.832], [-0.769, 0.530, -1.570], [3.292, 0.042, 0.168], [1.617, -1.427, -0.462], [1.477, 2.028, 0.410], [-1.900, -1.703, 0.605], [0.860, -2.365, 1.213], [0.441, -3.028, -0.530], [-0.768, 1.277, 1.867], [-2.160, 1.071, 0.951], [-1.126, 2.177, 0.396], [-1.791, 0.676, -1.677], [-0.275, -0.320, -1.980], [-0.269, 1.487, -1.769], [2.354, 1.852, 0.688], [-2.636, -1.046, 0.656]]}

---

{"formula": "C7H10S", "method": "ωB97M-V/def2-TZVPD", "charge": 0, "homo_energy_ev": -7.4059, "orbital_gap_ev": 8.17, "species": ["C", "C", "C", "C", "C", "C", "C", "S", "H", "H", "H", "H", "H", "H", "H", "H", "H", "H"], "coordinates": [[-1.061, -0.913, 0.841], [-2.064, 1.375, -0.736], [0.681, 0.196, 1.770], [0.491, -0.393, -1.587], [0.394, -1.074, 1.030], [1.212, -0.479, -0.246], [0.603, 0.827, 0.373], [-0.997, 0.171, -0.465], [-1.853, -1.730, 0.636], [-1.828, 2.117, -1.398], [-3.105, 1.113, -0.778], [-0.136, 0.697, 2.462], [1.634, 0.514, 2.057], [0.902, 0.406, -2.172], [0.482, -1.304, -2.313], [0.942, -1.961, 1.342], [2.216, -0.529, -0.143], [1.010, 1.854, 0.091]]}

---

{"formula": "C7H10Si", "method": "ωB97M-V/def2-TZVPD", "charge": 0, "homo_energy_ev": -7.9897, "orbital_gap_ev": 6.62, "species": ["C", "C", "C", "C", "C", "C", "C", "Si", "H", "H", "H", "H", "H", "H", "H", "H", "H", "H"], "coordinates": [[4.016, 0.592, 0.665], [2.855, 0.330, 0.502], [-1.732, 2.490, 0.263], [-0.334, -2.836, 0.350], [-1.236, 1.427, 0.891], [-0.452, -1.645, 0.937], [-0.390, -0.020, -1.864], [-0.439, -0.020, 0.029], [5.051, 0.756, 0.828], [-2.165, 3.324, 0.792], [-1.730, 2.574, -0.812], [-0.292, -3.753, 0.913], [-0.274, -2.947, -0.722], [-1.262, 1.407, 1.972], [-0.494, -1.604, 2.019], [-1.219, 0.539, -2.292], [0.533, 0.422, -2.228], [-0.439, -1.039, -2.244]]}

---

{"formula": "C7H11BF8NO3S", "method": "ωB97M-V/def2-TZVPD", "charge": -1, "homo_energy_ev": -4.4456, "orbital_gap_ev": 7.07, "species": ["N", "C", "S", "C", "O", "B", "O", "H", "H", "H", "H", "H", "H", "H", "C", "C", "C", "F", "F", "F", "F", "O", "C", "C", "F", "F", "F", "F", "H", "H", "H", "H"], "coordinates": [[0.899, -1.618, 2.772], [0.185, -2.646, 1.924], [1.414, -4.041, 1.627], [-1.131, -3.434, 2.502], [-1.856, -3.607, 1.200], [-1.666, -2.235, 0.610], [-0.163, -2.174, 0.575], [1.399, -0.961, 2.103], [1.646, -2.135, 3.296], [1.672, -3.981, 0.241], [-0.669, -4.425, 2.955], [-1.940, -2.859, 3.124], [-2.256, -1.964, -0.369], [-1.920, -1.379, 1.406], [0.484, 2.936, -0.135], [1.396, 3.250, -1.331], [0.664, 3.598, -2.622], [-0.115, 2.583, -3.067], [1.551, 3.860, -3.620], [2.262, 2.218, -1.515], [2.170, 4.323, -0.977], [0.247, 1.550, 0.128], [-0.807, 0.956, -0.628], [-0.315, -0.153, -1.565], [0.603, 0.311, -2.451], [-1.337, -0.664, -2.300], [-1.495, 1.928, -1.276], [-1.670, 0.437, 0.286], [1.011, 3.292, 0.758], [-0.446, 3.516, -0.151], [0.037, 4.486, -2.496], [0.145, -0.968, -1.001]]}

---

{"formula": "C7H11BN3O2", "method": "ωB97M-V/def2-TZVPD", "charge": 1, "homo_energy_ev": -11.3711, "orbital_gap_ev": 8.14, "species": ["B", "C", "C", "C", "C", "C", "C", "C", "N", "N", "N", "O", "O", "H", "H", "H", "H", "H", "H", "H", "H", "H", "H", "H"], "coordinates": [[-2.179, -1.584, -0.017], [-1.964, 2.433, -0.130], [-0.684, 2.747, 0.163], [-2.587, 1.134, -0.211], [0.438, 1.872, 0.408], [-2.046, -0.058, -0.112], [0.346, 0.556, 0.309], [2.408, -0.647, -0.033], [3.015, -1.845, -0.022], [3.069, 0.428, -0.479], [1.151, -0.544, 0.394], [-3.415, -2.080, -0.189], [-1.061, -2.342, 0.244], [-2.643, 3.259, -0.289], [-0.450, 3.802, 0.228], [-3.668, 1.162, -0.365], [1.355, 2.374, 0.731], [3.990, -1.927, -0.253], [2.571, -2.644, 0.396], [3.973, 0.332, -0.907], [2.547, 1.275, -0.654], [0.623, -1.393, 0.601], [-3.569, -3.024, -0.126], [-1.220, -3.285, 0.314]]}